Record 1
{"formula": "C3H8NO2", "method": "wB97M-V/def2-TZVPD", "species": ["O", "C", "O", "C", "C", "N", "H", "H", "H", "H", "H", "H", "H", "H"], "positions_angstrom": [[-0.9796, 1.4714, -1.0178], [-0.1061, 1.2884, -0.2395], [0.3433, 2.2235, 0.6437], [0.3672, -0.2125, -0.0619], [-0.0966, -0.7432, 1.2898], [0.0128, -0.9612, -1.4149], [-0.1347, 3.0193, 0.5285], [1.4697, -0.3318, 0.1524], [-0.0241, -1.8303, 1.5582], [0.5609, -0.3912, 2.1178], [-1.0200, -0.4063, 1.6020], [-0.5634, -0.1260, -1.9175], [-0.6504, -1.7015, -1.2544], [0.8210, -1.2985, -1.9863]], "lowdin_spin": [0.66, 0.08, 0.10, 0.09, 0.03, 0.01, 0.00, 0.01, 0.02, 0.00, 0.01, 0.00, 0.00, 0.00], "e_tot_ha": -323.4890, "mol_weight_g_mol": 90.10, "e_lumo_ev": [-10.168, -15.920], "e_above_lowest_kj_mol": 228.5, "s2": 0.757, "spin_multiplicity": 2, "fmax_ev_per_a": 5.737, "total_charge": 2}

Record 2
{"formula": "CH5O2", "method": "wB97M-V/def2-TZVPD", "species": ["O", "H", "H", "H", "O", "C", "H", "H"], "positions_angstrom": [[-1.0409, 1.1556, -0.7366], [-2.0065, 1.1016, -0.7546], [-0.4838, -0.1048, -0.1630], [-0.6192, 1.2082, -1.6099], [0.0649, -0.9321, 0.0266], [1.0295, -0.8384, 0.9455], [1.6661, -1.7144, 1.0169], [1.3900, 0.1243, 1.2750]], "lowdin_spin": [0.00, 0.00, 0.00, 0.00, 0.25, 0.64, 0.05, 0.05], "e_tot_ha": -191.4934, "mol_weight_g_mol": 49.05, "e_lumo_ev": [0.417, 0.414], "e_above_lowest_kj_mol": 0.0, "s2": 0.753, "spin_multiplicity": 2, "fmax_ev_per_a": 1.606, "total_charge": 0}